# C33H62BClN2O25P6

A 5-piece molecular cluster, C33H62BClN2O25P6 overall at a distorted geometry (the ωB97M-V functional and the def2-TZVPD basis, the Open Molecules 2025 dataset).

Each line ends with the Löwdin charge.
Cartesian coordinates (Å):
Cl 3.435 -2.903 4.053  0.30
P -3.991 0.835 -6.344  0.67
P -10.250 0.154 -8.111  0.62
P 9.411 5.151 0.921  0.62
P -0.505 -4.709 6.589  0.62
P 0.928 -4.570 0.398  0.45
P 3.345 -2.583 1.958  0.74
O -2.573 0.361 -6.129  -0.26
O -4.140 0.128 -7.874  -0.26
O -11.863 0.365 -8.420  -0.28
O -2.268 -0.064 0.711  -0.03
O -1.746 -4.452 5.521  -0.28
O -0.304 2.310 2.166  0.07
O 0.222 -4.000 -0.939  -0.11
O 0.113 -5.702 0.882  -0.30
O -3.235 0.225 -1.257  0.08
O 2.401 -2.118 -0.830  0.05
O 4.420 -1.388 1.597  -0.31
O -0.439 -3.362 7.253  -0.27
O 9.998 4.076 -0.142  -0.27
O 8.169 4.133 1.329  -0.29
O -5.113 -0.201 -5.779  -0.29
O 2.415 -5.140 0.133  -0.16
O 10.214 6.404 0.146  -0.24
O 0.921 -5.347 7.201  -0.23
O -0.073 2.210 -0.244  0.16
O -10.269 -1.211 -7.485  -0.26
O -4.117 1.719 -4.937  -0.29
O -9.903 0.129 -9.696  -0.27
O 10.179 5.170 2.211  -0.26
O -1.381 -5.791 7.419  -0.27
O -8.666 0.563 -7.744  -0.24
N 1.249 -0.315 -0.178  0.14
N 2.577 2.370 1.803  0.14
C -2.920 -3.833 6.027  -0.12
C 2.128 -4.846 6.597  -0.13
C 11.408 3.965 -0.319  -0.11
C 1.312 -0.165 6.013  -0.08
C 2.612 0.294 6.204  -0.08
C 3.664 3.126 1.745  -0.12
C 1.218 0.475 1.052  -0.15
C -1.234 -5.875 8.833  -0.11
C 0.245 4.343 3.446  -0.05
C 4.762 2.941 0.916  -0.05
C 1.789 -1.559 0.065  -0.50
C -8.860 -0.717 -10.169  -0.11
C 1.571 -1.971 1.546  -0.38
C 3.374 0.489 5.056  -0.09
C -8.406 0.933 -6.376  -0.10
C 0.808 -0.431 4.744  -0.04
C -3.471 0.805 -8.950  -0.12
C -3.083 -0.487 -0.296  -0.29
C -3.678 1.097 -3.728  -0.14
C 2.865 0.205 3.798  -0.11
C -4.960 -1.599 -6.006  -0.10
C -0.375 3.734 2.143  -0.22
C 1.565 -0.270 3.570  -0.16
C 8.490 2.921 1.996  -0.11
C -0.529 -0.753 2.343  -0.10
C 1.033 -0.611 2.155  -0.21
C 4.720 1.854 0.033  -0.03
C -1.358 -1.130 1.113  -0.14
C 9.882 7.734 0.584  -0.11
C 0.830 -3.316 1.772  -0.20
C 2.561 1.318 0.977  -0.19
C -12.550 -0.710 -9.046  -0.12
C 3.589 1.035 0.067  -0.01
B 0.232 1.750 1.037  -0.62
H 8.877 3.113 2.996  0.09
H 10.279 8.438 -0.145  0.09
H -3.325 -4.388 6.873  0.09
H 3.535 0.191 -0.617  0.11
H -4.189 0.152 -3.564  0.08
H 0.699 -4.370 -1.699  0.10
H -8.746 -1.602 -9.542  0.09
H 0.833 3.561 3.942  0.07
H 2.046 -4.857 5.513  0.03
H 3.552 0.391 2.974  0.09
H -2.601 0.949 -3.740  0.08
H -0.243 -3.276 1.987  0.09
H -5.411 -2.123 -5.164  0.09
H 1.378 0.124 -1.077  0.16
H 9.204 2.331 1.422  0.09
H -0.546 4.775 4.069  0.07
H -2.032 -1.970 1.387  0.13
H 4.394 0.873 5.154  0.11
H -0.952 -4.913 9.264  0.09
H -3.655 -3.835 5.223  0.09
H -8.413 0.047 -5.742  0.09
H 7.565 2.351 2.093  0.08
H 0.942 5.142 3.146  0.07
H -3.838 0.395 -9.889  0.08
H -5.483 -1.888 -6.917  0.08
H 2.323 -3.830 6.943  0.08
H -0.208 -0.817 4.741  0.10
H -2.395 0.638 -8.883  0.08
H 0.685 -0.343 6.891  0.11
H 8.803 7.867 0.646  0.08
H -3.908 -1.881 -6.077  0.09
H 10.337 7.930 1.555  0.09
H 1.283 -3.861 2.620  0.06
H 5.590 3.649 0.960  0.09
H 3.004 0.481 7.205  0.10
H -13.560 -0.362 -9.260  0.09
H 0.155 4.198 1.301  0.11
H -9.118 -1.029 -11.180  0.09
H 2.955 -5.489 6.893  0.09
H -3.564 -1.482 -0.242  0.16
H -0.486 -6.626 9.085  0.08
H -0.811 -1.490 0.234  0.12
H -12.614 -1.569 -8.379  0.08
H 5.553 1.660 -0.643  0.11
H 2.521 -5.830 0.807  0.09
H 5.301 -1.781 1.544  0.06
H -2.192 -6.183 9.249  0.09
H -12.070 -0.992 -9.983  0.09
H -2.722 -2.800 6.312  0.08
H -1.031 2.295 -0.339  0.12
H -3.680 1.874 -8.930  0.08
H 3.699 3.995 2.416  0.12
H -7.920 -0.165 -10.203  0.08
H -0.644 -1.608 3.031  0.10
H 11.731 4.610 -1.137  0.08
H 11.948 4.225 0.592  0.09
H -9.147 1.649 -6.023  0.08
H -1.419 4.090 2.079  0.12
H -7.423 1.395 -6.330  0.07
H 11.630 2.932 -0.581  0.09
H -0.945 0.078 2.928  0.13
H -3.923 1.770 -2.911  0.08

Kohn-Sham gap = 6.90 eV
HOMO = -8.84 eV
total energy = -5818.41169 Eh